[1]
2 unconnected molecules or ions with the total composition C5H12NS, computed with wB97M-V/def2-TZVPD.

The value obtained for the molar mass is 118.22 g mol⁻¹. The value obtained for the highest occupied orbital energy is -13.2 eV. The energy above the lowest of the compared OMol25 structures with the same formula, charge and spin is 79.5 kcal per mole. The calculation puts the LUMO energy at -4.37 eV. Its total charge is +1. The value obtained for the strongest force on any atom is 4.229 eV/A. The value obtained for the total energy is -17695.2403 eV. The frontier orbital gap is 8.859 eV.

```
19
Properties=species:S:1:pos:R:3:forces:R:3
C 0.784 0.516 -0.352 -0.7 0.4 0.0
C 1.585 1.707 0.170 -2.3 -1.5 1.8
C 1.392 -0.381 -1.351 0.2 -0.8 -3.4
C -1.226 -1.357 -0.996 0.5 2.4 -0.4
C -1.753 0.334 2.261 0.7 -3.3 -2.6
N -0.470 0.293 -0.125 0.0 -3.3 -2.4
S -1.563 1.196 0.700 -1.0 1.6 0.7
H 1.167 2.124 1.182 1.0 -0.7 -2.1
H 1.408 2.354 -0.657 0.2 1.3 -0.5
H 2.592 1.347 0.159 0.8 0.4 0.4
H 1.468 -1.426 -1.041 0.1 0.2 0.4
H 2.383 -0.107 -1.715 0.1 0.3 0.6
H 0.808 -0.463 -2.392 0.7 0.5 2.5
H -2.085 -1.280 -0.381 -0.5 -0.5 0.7
H -0.374 -1.942 -0.773 0.0 -1.0 0.6
H -1.511 -1.419 -2.092 0.7 1.0 1.2
H -2.293 0.934 2.855 -1.8 2.5 2.2
H -0.795 0.132 2.676 0.7 -0.2 0.5
H -2.357 -0.601 2.154 0.7 0.6 0.0
```
Positions in Å, forces in eV/Å.

[2]
A gas-phase ion, C5H12NS (charge +1), computed with wB97M-V/def2-TZVPD.

The value obtained for the molar mass is 118.22 g mol⁻¹. The value obtained for the highest occupied orbital energy is -13.0 eV. The energy above the lowest of the compared OMol25 structures with the same formula, charge and spin is 85.4 kcal per mole. The calculation puts the LUMO energy at -3.73 eV. Its total charge is +1. The value obtained for the strongest force on any atom is 6.247 eV/A. The value obtained for the total energy is -17694.9825 eV. The frontier orbital gap is 9.280 eV.

```
19
Properties=species:S:1:pos:R:3:forces:R:3
C -1.014 1.413 -0.751 -0.8 1.7 2.7
C 0.930 0.140 0.032 -2.8 -1.2 5.1
C -1.053 -0.924 0.460 1.9 -0.1 0.6
C 1.856 0.081 1.241 2.5 0.5 -1.8
C -1.187 -1.824 -0.763 2.0 -2.2 0.9
N 0.396 1.453 -0.253 -2.6 -1.3 5.5
S -2.021 0.553 0.504 0.6 0.5 0.1
H -1.345 2.457 -0.813 -0.2 -0.4 -0.4
H -1.082 0.863 -1.606 0.2 -1.1 -2.6
H 1.222 -0.411 -0.751 0.9 -1.5 -3.2
H -1.059 -1.511 1.477 0.3 1.5 -1.9
H 1.335 0.155 2.193 0.2 0.2 0.0
H 2.697 0.902 1.077 -1.7 -1.2 0.8
H 2.504 -0.851 1.178 -1.2 0.9 0.3
H -2.047 -1.732 -1.362 -1.2 0.9 -0.7
H -1.241 -2.949 -0.484 0.5 1.9 -0.2
H -0.270 -1.676 -1.372 -0.8 -0.5 0.0
H 1.031 1.931 -0.766 2.3 2.4 -2.6
H 0.350 1.929 0.758 0.1 -0.9 -2.6
```
Positions in Å, forces in eV/Å.

[3]
2 unconnected molecules or ions with the total composition C5H12NS, computed with wB97M-V/def2-TZVPD.

The value obtained for the molar mass is 118.22 g mol⁻¹. The value obtained for the highest occupied orbital energy is -14.5 eV. The energy above the lowest of the compared OMol25 structures with the same formula, charge and spin is 100.9 kcal per mole. The calculation puts the LUMO energy at -5.76 eV. Its total charge is +1. The value obtained for the strongest force on any atom is 9.906 eV/A. The value obtained for the total energy is -17694.3111 eV. The frontier orbital gap is 8.738 eV.

```
19
Properties=species:S:1:pos:R:3:forces:R:3
C 1.009 0.352 1.305 6.1 -1.7 -7.6
C -2.594 -1.024 0.626 -1.9 -0.7 1.9
C -1.930 0.196 -1.531 -1.8 0.0 -0.9
C 4.421 0.434 -0.016 -0.6 -1.5 0.6
C -1.981 0.200 -0.005 -1.5 0.2 0.1
N 1.740 0.108 0.379 -4.7 2.0 7.1
S 2.732 -0.166 -0.796 3.3 0.5 -1.4
H 0.223 0.325 1.918 -2.6 0.2 2.8
H -0.984 0.316 0.410 0.1 0.3 -0.2
H -3.647 -1.247 0.288 1.3 0.0 -0.4
H -1.987 -1.927 0.676 0.0 -0.1 -0.7
H -2.849 -0.860 1.717 0.6 0.2 -0.8
H -2.959 0.071 -2.096 1.9 -0.3 1.6
H -1.211 -0.538 -1.876 -0.1 -0.4 -0.3
H -1.633 1.144 -1.937 0.5 0.7 0.1
H 5.182 0.389 -0.797 -0.3 -0.4 0.0
H 4.615 -0.177 0.884 0.0 -0.6 -1.0
H 4.460 1.386 0.445 -0.9 1.6 -0.4
H -2.608 1.018 0.405 0.6 0.1 -0.6
```
Positions in Å, forces in eV/Å.

[4]
A gas-phase ion, C5H12NS (charge +1), computed with wB97M-V/def2-TZVPD.

The value obtained for the molar mass is 118.22 g mol⁻¹. The value obtained for the highest occupied orbital energy (alpha / beta) is -10.9 / -15.9 eV. The energy above the lowest of the compared OMol25 structures with the same formula, charge and spin is 34.7 kcal per mole. The calculation puts the LUMO energy (alpha / beta) at -2.77 / -7.48 eV. Its total charge is +1. The value obtained for the strongest force on any atom is 7.324 eV/A. The value obtained for the total energy is -17692.8016 eV. The spin multiplicity is 3. The frontier orbital gap (alpha / beta) is 8.174 / 8.432 eV.

```
19
Properties=species:S:1:pos:R:3:forces:R:3
C -0.251 -0.764 -0.431 0.0 -0.1 -0.9
C -0.622 -1.554 0.793 -1.8 1.4 -1.2
C 0.985 -1.300 -1.176 -0.7 -0.4 0.0
C 0.750 1.600 -0.547 -0.3 0.9 -1.2
C -0.896 1.233 1.209 2.4 -3.9 0.5
N -0.334 0.679 -0.194 2.8 3.4 5.8
S -1.563 0.094 -1.312 -3.3 -2.2 -3.5
H -0.598 -2.580 0.576 -0.5 -1.4 -0.3
H -1.625 -1.160 1.108 1.1 -1.1 0.4
H 0.186 -1.386 1.435 0.9 0.4 1.7
H 1.086 -1.180 -2.252 -0.5 0.8 -0.2
H 0.870 -2.407 -1.138 0.8 0.7 0.7
H 1.851 -0.798 -0.718 0.0 -1.0 0.0
H 0.544 2.581 -0.091 -0.1 -0.4 -0.6
H 1.713 1.325 -0.168 0.5 -0.6 0.2
H 0.766 1.667 -1.654 0.3 0.2 0.6
H -1.015 2.234 1.017 -0.4 2.2 -0.1
H -1.798 0.731 1.573 0.2 0.3 -0.5
H -0.049 0.985 1.970 -1.5 0.8 -1.3
```
Positions in Å, forces in eV/Å.

[5]
2 unconnected molecules or ions with the total composition C5H12O, computed with wB97M-V/def2-TZVPD.

The value obtained for the molar mass is 88.15 g mol⁻¹. The value obtained for the highest occupied orbital energy is -9.5 eV. The energy above the lowest of the compared OMol25 structures with the same formula, charge and spin is 20.1 kcal per mole. The calculation puts the LUMO energy at 0.82 eV. The value obtained for the strongest force on any atom is 0.938 eV/A. As for the SMILES: C=C(C)CC.O. The value obtained for the total energy is -7426.4406 eV. The frontier orbital gap is 10.305 eV.

```
18
Properties=species:S:1:pos:R:3:forces:R:3
C 0.075 -1.969 -1.207 -0.2 0.7 0.0
C 0.494 -0.979 -0.115 0.1 -0.4 0.4
C -0.590 -0.095 0.441 -0.1 0.2 0.5
C -0.406 1.216 0.523 -0.1 0.7 0.0
C -1.840 -0.739 0.986 0.3 0.1 -0.9
H -0.892 -2.395 -0.939 0.3 -0.5 0.0
H -0.100 -1.446 -2.139 0.0 0.2 -0.3
H 0.842 -2.719 -1.396 -0.2 -0.1 0.2
H 0.891 -1.579 0.722 -0.1 0.2 0.0
H 1.310 -0.322 -0.409 0.1 -0.1 -0.3
H -1.067 1.906 1.047 -0.2 -0.4 -0.2
H 0.430 1.715 0.051 0.3 -0.2 0.0
H -1.598 -1.566 1.639 -0.1 -0.2 0.3
H -2.512 -0.030 1.453 0.1 0.1 0.3
H -2.373 -1.129 0.118 -0.2 -0.3 0.1
H 1.718 3.560 -0.482 -0.1 0.1 0.0
H 2.954 2.882 0.081 0.0 0.4 -0.2
O 2.664 3.688 -0.375 0.1 -0.4 0.2
```
Positions in Å, forces in eV/Å.

[6]
3 unconnected molecules or ions with the total composition C5H12O, computed with wB97M-V/def2-TZVPD.

The value obtained for the molar mass is 88.15 g mol⁻¹. The value obtained for the highest occupied orbital energy is -9.8 eV. The energy above the lowest of the compared OMol25 structures with the same formula, charge and spin is 43.0 kcal per mole. The calculation puts the LUMO energy at 0.92 eV. The value obtained for the strongest force on any atom is 0.573 eV/A. As for the SMILES: C=CC.C=O.C. The value obtained for the total energy is -7425.4480 eV. The frontier orbital gap is 10.751 eV.

```
18
Properties=species:S:1:pos:R:3:forces:R:3
C 0.894 1.845 -1.472 0.0 0.0 0.0
C 0.838 -0.022 1.477 -0.1 -0.1 0.0
C -0.249 -0.783 1.579 0.1 0.1 0.0
C -1.643 -0.317 1.275 0.0 0.1 0.0
C 0.022 -1.554 -1.303 -0.3 0.1 -0.2
O -0.955 -1.005 -1.749 0.4 -0.3 0.2
H 1.124 2.369 -2.403 0.0 -0.1 0.1
H 1.788 1.322 -1.120 -0.1 0.1 -0.1
H 0.582 2.570 -0.716 0.1 -0.1 -0.1
H 1.829 -0.393 1.725 -0.2 0.0 0.0
H 0.769 1.015 1.152 0.0 -0.2 0.0
H -0.142 -1.816 1.916 0.0 0.2 0.0
H -1.630 0.641 0.745 0.0 -0.1 0.1
H -2.180 -1.037 0.647 0.1 0.1 0.1
H -2.217 -0.192 2.201 0.1 0.0 -0.1
H -0.038 -2.545 -0.813 0.0 0.1 -0.1
H 1.031 -1.106 -1.359 -0.1 0.0 0.0
H 0.089 1.126 -1.647 0.1 0.2 0.0
```
Positions in Å, forces in eV/Å.